1.
Here is C34H40AuBN9O2 as an isolated structure from the Open Molecules 2025 dataset. Energies are from ωB97M-V/def2-TZVPD.

The geometry in XYZ format:
```
87
Properties=species:S:1:pos:R:3:forces:R:3:lowdin_spin:R:1
Au -0.149922 0.096304 0.281621 -1.63 0.03 0.72 -0.21
C 0.293728 2.451589 2.962814 -0.01 -0.07 -0.05 0.00
C -1.047262 2.357287 2.327005 -0.25 -0.06 -0.14 0.00
C -2.198538 3.087679 2.629211 -0.06 0.08 0.05 0.00
C -3.167877 2.603739 1.785486 0.07 0.03 0.03 0.00
N -2.653734 1.632704 1.009822 0.05 0.01 0.03 0.00
N -1.335202 1.492889 1.356164 0.27 0.31 0.31 -0.07
B -3.314426 0.748976 -0.122027 0.18 0.11 -0.18 0.00
N -3.062069 -0.741349 0.295369 -0.11 -0.08 0.31 0.00
C -3.878861 -1.808516 0.327950 0.03 -0.05 0.03 0.00
C -3.182422 -2.883603 0.845733 -0.03 -0.02 0.02 0.00
C -1.900605 -2.398813 1.131037 -0.10 0.02 0.12 0.00
C -0.722124 -3.084708 1.738833 -0.02 0.08 -0.09 0.00
N -1.865536 -1.105052 0.817304 0.33 -0.01 -0.59 -0.04
N -2.569618 1.082275 -1.455790 -0.17 0.18 0.04 0.00
C -3.005399 1.291817 -2.715356 0.02 0.03 -0.09 0.00
C -1.918861 1.628968 -3.496220 0.02 -0.03 -0.05 0.00
C -0.816204 1.602483 -2.625732 -0.24 0.15 0.00 0.00
C 0.629016 1.874260 -2.892385 -0.08 -0.09 0.09 0.00
N -1.239272 1.294484 -1.407046 0.20 0.09 -0.38 0.02
N -4.824853 0.932077 -0.350397 0.01 0.03 0.13 0.00
C -5.815941 1.690381 0.185534 0.05 -0.12 -0.07 0.00
C -6.985373 1.396131 -0.464156 -0.06 -0.02 -0.05 0.00
C -6.631228 0.418775 -1.414766 -0.06 0.06 0.07 0.00
C -7.516061 -0.270752 -2.405686 0.09 0.01 0.02 0.00
N -5.341416 0.146253 -1.339239 0.07 -0.01 0.02 0.00
H 0.307152 3.260658 3.690338 -0.05 -0.03 0.03 0.00
H 1.062213 2.626038 2.213729 0.01 0.03 0.01 0.00
H 0.529794 1.511570 3.463149 0.02 0.01 0.00 0.00
H -2.306912 3.863739 3.368488 0.02 -0.04 -0.04 0.00
H -4.186520 2.916319 1.715613 -0.03 0.01 -0.06 0.00
H -4.888783 -1.743503 -0.038124 0.04 0.06 0.04 0.00
H -3.550699 -3.884603 1.003150 0.01 0.07 0.00 0.00
H -0.965795 -3.419338 2.748460 0.02 0.00 -0.02 0.00
H 0.129880 -2.403813 1.788785 -0.01 -0.05 0.03 0.00
H -0.442184 -3.960709 1.151823 0.01 0.01 -0.01 0.00
H -4.041969 1.173846 -2.976277 0.02 0.02 0.06 0.00
H -1.914880 1.861737 -4.549309 -0.04 -0.01 0.06 0.00
H 0.738311 2.599637 -3.697731 0.03 -0.02 0.01 0.00
H 1.147878 0.956559 -3.180777 0.01 0.03 -0.02 0.00
H 1.109857 2.258710 -1.991188 0.00 -0.02 -0.04 0.00
H -5.671422 2.383818 0.986989 0.02 0.00 0.03 0.00
H -7.958042 1.825714 -0.283363 0.07 -0.03 0.00 0.00
H -8.538186 0.093137 -2.314624 0.00 -0.02 -0.02 0.00
H -7.516409 -1.349491 -2.243774 -0.01 0.02 0.00 0.00
H -7.172172 -0.089625 -3.425026 -0.03 0.00 0.02 0.00
C -1.598567 -1.923021 -2.403822 0.15 0.02 -0.07 0.02
C -0.331953 -2.720868 -2.400317 0.01 0.19 0.32 0.16
C -0.180271 -3.819674 -3.214791 0.16 -0.05 0.02 -0.01
C 1.001065 -4.565328 -3.213610 -0.04 0.10 0.10 0.19
C 2.049410 -4.216654 -2.357797 -0.07 -0.12 -0.13 -0.01
C 1.960803 -3.138087 -1.510660 -0.05 0.41 0.13 0.16
C 3.061980 -2.771144 -0.568791 0.00 -0.11 0.03 0.02
C 0.757190 -2.317682 -1.519160 -1.13 -0.62 -0.67 0.09
N 0.748046 -1.275833 -0.740515 2.36 -0.20 0.25 0.74
H -2.313042 -2.333757 -3.116728 0.01 0.02 0.01 0.00
H -1.395957 -0.882408 -2.671194 -0.05 -0.11 -0.01 0.01
H -2.057844 -1.920623 -1.416469 0.02 -0.05 -0.17 0.01
H -1.000072 -4.107565 -3.864270 0.05 0.03 0.01 0.00
H 1.100055 -5.422084 -3.868623 0.00 0.03 0.02 0.01
H 2.955656 -4.813391 -2.355898 -0.04 0.05 0.03 0.00
H 3.923061 -3.427924 -0.699230 -0.05 0.03 0.01 0.00
H 2.717042 -2.822962 0.465686 0.04 0.01 0.02 0.01
H 3.367197 -1.738800 -0.723874 0.04 0.09 -0.01 0.01
C 7.933610 2.230500 2.347699 -0.10 -0.02 -0.03 0.00
C 6.532919 1.726910 2.109221 0.07 0.02 -0.01 0.00
C 5.663184 1.481688 3.161443 0.00 0.01 0.04 0.00
C 4.357877 1.054523 2.950212 -0.05 -0.03 -0.02 0.00
C 3.471503 0.808829 4.146068 0.04 -0.05 -0.06 0.00
C 3.896256 0.888336 1.635213 0.08 0.04 -0.23 -0.01
C 4.763215 1.122626 0.553419 -0.02 0.02 0.11 0.00
C 4.383480 0.929033 -0.897693 -0.08 -0.01 0.13 0.00
C 6.069358 1.522870 0.818717 0.01 0.02 -0.02 0.00
C 2.463794 0.452660 1.409450 -0.07 0.10 0.06 0.00
O 2.013406 -0.531735 2.001243 0.13 0.19 -0.16 0.00
O 1.775446 1.209827 0.609934 -0.05 -0.68 -0.09 -0.09
H 8.181683 2.225776 3.409037 0.01 -0.02 -0.03 0.00
H 8.033747 3.255233 1.982421 0.03 -0.02 0.02 0.00
H 8.665730 1.620623 1.815858 0.01 0.01 0.03 0.00
H 6.008124 1.628549 4.180682 -0.02 0.00 -0.03 0.00
H 4.018705 0.990519 5.070903 0.01 0.03 -0.02 0.00
H 3.097482 -0.213643 4.146328 -0.01 0.03 0.01 0.00
H 2.603291 1.468716 4.127424 0.01 -0.01 0.04 0.00
H 4.775123 -0.022657 -1.264559 0.02 0.00 -0.02 0.00
H 4.825552 1.718869 -1.507491 -0.01 -0.02 0.02 0.00
H 3.307743 0.939930 -1.043877 -0.01 -0.02 -0.01 0.00
H 6.743921 1.693142 -0.017001 -0.05 0.01 0.02 0.00
```
Positions in Å, forces in eV/Å.

Values from the calculation:
Strongest force on any atom, eV/A: 2.39
Expectation value of S²: 1.231
Relative energy (zero: lowest compared OMol25 entry of this formula, charge and spin), kJ/mol: 62.9
Net charge: 0
2S+1: 2
Gap between HOMO and LUMO (spin up / spin down), eV: 7.03 / 6.45
Highest occupied orbital energy (spin up / spin down), eV: -7.77 / -7.61


2.
Here is C34H40BrFeGeN3O4P as an isolated structure from the Open Molecules 2025 dataset. Energies are from ωB97M-V/def2-TZVPD.

The geometry in XYZ format:
```
85
Properties=species:S:1:pos:R:3:forces:R:3:lowdin_spin:R:1
Fe -1.734087 -0.846013 -0.587114 2.71 2.44 0.18 4.02
O 1.491997 2.623354 -1.396441 0.17 -1.93 0.28 0.04
C 0.796765 3.694677 -1.145538 -2.26 1.64 -0.46 0.00
C 1.040898 4.952179 -1.767894 0.93 -0.16 -0.11 0.00
C 0.172133 6.020895 -1.577887 0.68 0.61 -0.79 0.00
C -0.957959 5.883626 -0.813922 -0.29 -0.18 0.82 0.00
C -1.175171 4.708905 -0.108604 -0.26 0.04 -0.24 0.00
C -0.407302 3.587681 -0.368896 1.24 -0.90 -0.13 0.01
C -0.797440 2.155165 0.103303 0.55 0.61 1.20 0.01
O -0.171398 1.121097 -0.601780 -2.42 -1.11 0.00 0.17
N -2.269466 2.077684 -0.029920 0.20 -1.34 -0.10 0.02
N -2.849761 0.835067 -0.063422 0.37 0.79 0.12 0.03
C -4.150583 0.775440 0.114169 0.48 -0.02 -0.32 0.06
C -4.882923 -0.404918 -0.183296 -1.85 -0.06 0.93 0.00
Br -3.834507 -1.949970 -0.923636 -1.68 0.60 0.18 0.11
C -6.264091 -0.559309 0.061298 1.89 -0.67 -0.63 0.08
C -6.986062 0.033314 1.132386 -0.05 0.25 0.50 0.02
C -6.399676 0.329921 2.398378 -0.79 0.84 -0.29 0.03
C -7.157090 1.035001 3.340451 0.69 -0.15 0.12 0.00
C -8.487787 1.335337 3.106535 0.24 -0.40 -1.24 0.04
C -9.067301 0.952192 1.887685 -0.87 0.53 0.58 0.00
C -8.367729 0.285772 0.918933 -0.10 0.00 -0.69 0.02
H 0.830551 1.786171 -1.025508 1.80 1.36 -1.09 0.01
H 1.921375 5.092354 -2.438858 -0.73 -0.35 0.77 0.00
H 0.373067 7.028387 -2.015432 -0.07 -1.16 0.10 0.00
H -1.675854 6.675204 -0.756458 -0.07 0.47 0.36 0.00
H -1.926744 4.727109 0.676833 -0.33 -0.25 -0.26 0.00
H -0.473817 2.003195 1.183504 -0.73 0.33 -0.58 0.00
H -2.818062 2.832227 0.377941 0.13 -0.17 -0.16 0.00
H -4.677007 1.731935 0.340146 0.04 -1.02 -0.04 0.00
H -6.870457 -1.189711 -0.578773 0.30 -0.33 -0.15 0.00
H -5.390398 0.037654 2.673456 -0.06 0.02 -0.36 0.00
H -6.664237 1.389009 4.242134 -0.18 -0.32 0.03 0.00
H -9.115447 1.868195 3.788046 0.03 0.25 0.53 0.00
H -10.104060 1.264269 1.744173 0.27 -0.39 -0.20 0.00
H -8.886020 0.029809 -0.040380 0.77 0.18 0.94 0.00
N -0.310424 -1.132777 0.919829 0.10 -0.58 -1.10 0.09
C -0.179361 -2.451537 1.577446 2.17 -0.13 -0.19 0.01
C 0.668160 -3.471048 0.750926 -0.83 0.39 0.15 0.00
C 1.969857 -3.001474 0.083733 1.06 -0.42 -1.77 0.00
O 2.523201 -3.625345 -0.828616 -1.60 1.38 2.21 0.00
O 2.418180 -1.805096 0.514190 -1.95 -1.79 -0.51 0.00
H 0.615837 -0.795050 0.590217 -0.53 -0.32 0.00 0.00
H -0.590340 -0.447290 1.585477 -0.26 0.71 0.82 0.00
H -1.155625 -2.861009 1.727622 -0.53 -0.30 0.39 0.00
H 0.356024 -2.309898 2.517804 -0.40 0.07 0.20 0.00
H -0.044131 -3.932859 0.061593 0.61 -0.16 -0.47 0.00
H 0.965314 -4.266101 1.435676 -0.05 -0.10 0.04 0.00
C -1.508816 -0.565761 -4.098482 -0.11 0.55 0.49 0.02
P -0.650497 -1.493828 -2.743737 0.31 0.75 -1.84 0.12
C -0.695909 -3.214263 -3.324401 -0.40 -0.19 0.94 0.02
C 1.094057 -0.909924 -2.986710 -0.63 0.23 0.74 0.02
H -1.516284 -1.089380 -5.065371 0.53 0.09 0.35 0.00
H -1.043696 0.446353 -4.161675 -0.40 -0.77 -0.10 0.00
H -2.558336 -0.445793 -3.852003 -0.25 0.19 0.10 0.00
H -0.073002 -3.776102 -2.642622 0.37 -0.37 0.07 0.00
H -0.276768 -3.262515 -4.318537 0.07 0.01 -0.31 0.00
H -1.690492 -3.683544 -3.288903 0.21 0.39 -0.17 0.00
H 1.165878 -0.388550 -3.958996 0.06 -0.62 0.37 0.00
H 1.769481 -1.754310 -2.842603 0.11 0.11 -0.28 0.00
H 1.306592 -0.160651 -2.211544 0.05 -0.16 -0.21 0.00
Ge 3.561514 -1.046170 1.657293 2.65 0.39 -0.49 0.00
C 5.034889 -2.331554 2.028628 -0.90 -1.20 0.47 0.00
C 6.045384 -1.917290 2.881229 -0.10 2.15 -0.22 0.00
C 7.052119 -2.720811 3.348850 -0.07 0.50 0.26 0.00
C 7.094208 -4.030248 2.966519 0.39 -1.18 0.22 0.00
C 6.094954 -4.531321 2.132494 -0.81 -0.04 -0.96 0.00
C 5.033343 -3.718436 1.682463 1.22 1.49 0.61 0.00
C 4.114531 0.296511 0.342324 -0.39 0.66 -0.37 0.00
C 3.948364 -0.024737 -1.022785 0.03 -1.13 0.08 0.00
C 4.468285 0.736611 -2.061253 -0.11 1.66 0.11 0.00
C 4.991886 2.036339 -1.781083 0.25 -1.26 0.10 0.00
C 4.993614 2.413631 -0.436678 0.73 0.50 -0.56 0.00
C 4.619939 1.565606 0.603736 -0.34 1.17 1.17 0.00
H 2.757754 -0.499285 2.834073 -0.15 -0.13 0.15 0.00
H 6.176721 -0.847697 3.129661 -0.52 -0.50 -0.01 0.00
H 7.750738 -2.239858 4.018126 0.35 -0.39 -0.03 0.00
H 7.917024 -4.646791 3.354519 -0.52 0.03 -0.43 0.00
H 6.117174 -5.545548 1.714109 0.18 0.33 0.53 0.00
H 4.317222 -4.061246 0.968005 -0.31 -0.53 -0.19 0.00
H 3.404991 -0.963133 -1.247143 0.78 0.61 -0.08 0.00
H 4.374655 0.415377 -3.098142 0.05 -0.08 0.27 0.00
H 5.480583 2.672170 -2.566024 -0.84 -0.68 0.85 0.00
H 5.391797 3.394400 -0.181049 -0.17 -0.14 0.00 0.00
H 4.635081 2.068318 1.626173 0.14 -1.21 -1.20 0.00
```
Positions in Å, forces in eV/Å.

Values from the calculation:
Strongest force on any atom, eV/A: 3.65
Expectation value of S²: 8.807
Relative energy (zero: lowest compared OMol25 entry of this formula, charge and spin), kJ/mol: 0.0
Net charge: +2
2S+1: 6
Gap between HOMO and LUMO (spin up / spin down), eV: 4.47 / 2.77
Highest occupied orbital energy (spin up / spin down), eV: -11.85 / -11.81


What is the formula in the first record?
C34H40AuBN9O2


What is the 2S+1 in the first record?
2


What is the strongest force on any atom in the first record?
2.39 eV/A